93
Properties=species:S:1:pos:R:3 method="wB97M-V/def2-TZVPD" total_energy_ha=-2076.8344
C 6.9018 -2.3918 0.7346
C 5.9609 -1.5692 1.6261
C 6.5486 -0.2450 2.1522
C 6.0457 1.0594 1.5013
C 5.8351 1.0271 -0.0211
C 4.8208 2.0599 -0.5273
C 3.3179 1.7475 -0.3084
C 2.9655 0.3647 0.2385
C 1.4643 0.1990 0.5316
C 0.8889 -1.1143 0.0060
P -0.9581 -1.5228 0.3439
C -0.3676 -2.5403 1.9277
S 0.3080 -1.6388 3.3464
C 2.0477 -2.1481 3.3323
C 2.8835 -1.2017 4.2022
C -2.7698 -2.0651 0.8430
C -4.0433 -1.7944 0.0409
C -4.0142 -2.4083 -1.3797
C -4.4940 -0.3306 0.0580
C -1.3471 -0.4717 -1.2951
C -1.0314 -0.9227 -2.7556
N -0.5009 -2.2677 -2.9334
N -2.2739 -0.7998 -3.5930
N 0.0088 -0.0520 -3.2999
N -1.2562 0.0200 1.3510
C -1.9793 0.9700 1.6956
C -2.4385 1.1627 3.1388
C -2.3015 2.1827 0.7955
H 6.7843 -3.4632 0.9080
H 7.9492 -2.1436 0.9275
H 6.7155 -2.2133 -0.3273
H 5.6547 -2.1792 2.4798
H 5.0472 -1.3614 1.0667
H 7.6414 -0.2807 2.0714
H 6.3427 -0.1772 3.2247
H 5.1291 1.3945 1.9962
H 6.7950 1.8323 1.7061
H 6.7921 1.2603 -0.5033
H 5.5662 0.0262 -0.3637
H 4.9960 2.2091 -1.5970
H 5.0639 3.0152 -0.0470
H 2.7976 1.8608 -1.2662
H 2.8702 2.4972 0.3534
H 3.2916 -0.4096 -0.4673
H 3.5268 0.1871 1.1602
H 0.9184 1.0477 0.1008
H 1.2982 0.2369 1.6107
H 1.4840 -1.9329 0.4293
H 1.0826 -1.1486 -1.0727
H -0.8138 -2.7795 -0.4015
H -1.1909 -3.1420 2.3144
H 0.4089 -3.2431 1.6138
H 2.1481 -3.1800 3.6788
H 2.3883 -2.1169 2.2944
H 2.3352 -0.2784 4.4068
H 3.8118 -0.9183 3.6991
H 3.1503 -1.6438 5.1639
H -2.9473 -1.7648 1.8809
H -2.6648 -3.1570 0.8723
H -4.8481 -2.3299 0.5630
H -3.0561 -2.8970 -1.5739
H -4.1681 -1.6600 -2.1620
H -4.7905 -3.1684 -1.4954
H -4.2743 0.1216 1.0286
H -5.5742 -0.2470 -0.1089
H -3.9948 0.2673 -0.6922
H -0.6853 0.3734 -1.0967
H -2.3500 -0.0605 -1.2866
H -1.0106 -2.9269 -2.3610
H 0.4656 -2.2798 -2.6382
H -1.9333 -0.5245 -4.5116
H -2.6506 -1.7324 -3.7439
H -0.3439 0.8942 -3.3972
H 0.2563 -0.3954 -4.2262
H -3.3787 1.7201 3.2176
H -2.5314 0.1936 3.6290
H -1.6816 1.7393 3.6826
H -2.1028 1.9548 -0.2521
H -3.3356 2.5318 0.9263
H -1.6465 3.0101 1.0951
C -4.5585 1.7228 -2.7889
C -5.4898 2.4898 -1.9275
O -6.2711 2.1974 -1.1006
N -5.3835 4.0438 -2.1841
C -6.3958 4.4868 -3.1966
H -4.6678 0.6639 -2.6000
H -4.7573 1.9251 -3.8445
H -3.5227 2.0023 -2.5805
H -4.4417 4.3057 -2.4759
H -5.5830 4.4790 -1.2817
H -6.2109 3.9548 -4.1251
H -6.2987 5.5572 -3.3516
H -7.3790 4.2444 -2.8047